Entry 1:
16
Properties=species:S:1:pos:R:3:lowdin_charge:R:1 method="wB97M-V/def2-TZVPD" lumo_energy_ev=0.990 orbital_gap_ev=10.4 total_energy_ev=-8865.82241 relative_energy_kcal_mol=78.18 smiles=O[C@H]1C[C@]2(CN2)C1
O -2.203 -0.657 1.191 -0.012
C -1.407 -0.737 0.067 -0.364
C 0.110 -1.096 0.312 -0.046
C 0.499 0.295 -0.125 -0.485
C 1.773 0.767 -0.673 -0.107
N 1.290 1.245 0.631 0.057
C -0.928 0.598 -0.555 -0.043
H -1.669 -0.102 1.766 0.097
H -1.968 -1.368 -0.650 0.147
H 0.073 -1.752 -0.523 0.093
H 0.703 -1.687 1.037 0.128
H 1.766 1.525 -1.449 0.101
H 2.615 0.078 -0.695 0.107
H 1.794 0.757 1.365 0.089
H -1.378 1.462 -0.064 0.122
H -1.070 0.672 -1.633 0.115



Entry 2:
119
Properties=species:S:1:pos:R:3:lowdin_charge:R:1 method="wB97M-V/def2-TZVPD" lumo_energy_ev=-1.423 orbital_gap_ev=7.6 total_energy_ev=-82389.88154 smiles="NCC1=C(OB(O)O)C(=O)OC1=O.OCCO.OCCO.OCCO.OCCO.OCCO.OCCO.OCCO.OCCO.OCCO.OCCO"
N 0.516 2.504 0.966 -0.034
C 1.082 1.731 -0.206 -0.177
C -0.027 1.587 -1.435 0.070
C 0.039 0.503 -2.491 -0.009
O 1.034 -0.572 -2.686 0.086
B 1.816 -0.361 -3.922 -0.449
O 1.130 -0.233 -5.254 0.060
O 3.311 -0.209 -3.962 0.077
C -1.306 0.858 -3.361 -0.191
O -1.796 0.043 -4.307 0.019
O -2.012 2.118 -3.033 0.038
C -1.353 2.544 -1.758 -0.160
O -1.842 3.597 -1.098 0.018
H -0.513 2.335 1.066 0.078
H 0.732 3.535 0.909 0.045
H 2.129 2.120 -0.562 0.141
H 1.262 0.618 0.187 0.104
H 0.627 -1.103 -5.359 0.129
H 3.717 -0.515 -3.095 0.116
O -1.045 2.037 -6.728 -0.079
C -0.552 3.276 -7.242 -0.224
C -0.285 4.230 -6.082 -0.239
O 0.650 3.642 -5.181 -0.075
H -1.941 2.202 -6.383 0.094
H 0.375 3.058 -7.781 0.128
H -1.284 3.690 -7.942 0.104
H 0.121 5.179 -6.439 0.119
H -1.205 4.421 -5.520 0.100
H 0.425 2.691 -5.142 0.068
O 1.657 -1.213 0.965 -0.113
C 1.743 -2.619 0.731 -0.211
C 0.758 -3.341 1.646 -0.235
O -0.562 -2.862 1.404 -0.081
H 2.030 -1.042 1.849 0.067
H 1.488 -2.790 -0.319 0.121
H 2.771 -2.950 0.908 0.120
H 0.777 -4.419 1.472 0.108
H 0.991 -3.142 2.696 0.116
H -0.476 -1.901 1.247 0.084
O 0.457 -7.025 -0.178 -0.084
C -0.907 -6.605 -0.250 -0.231
C -1.786 -7.628 0.463 -0.233
O -1.363 -7.766 1.817 -0.084
H 0.548 -7.811 -0.747 0.100
H -0.973 -5.631 0.245 0.112
H -1.193 -6.492 -1.300 0.121
H -2.834 -7.322 0.452 0.123
H -1.693 -8.611 -0.009 0.114
H -0.387 -7.713 1.802 0.087
O -1.032 -5.097 4.035 -0.086
C -2.396 -4.677 3.964 -0.231
C -3.274 -5.700 4.676 -0.240
O -2.852 -5.837 6.031 -0.088
H -0.941 -5.883 3.467 0.075
H -2.462 -3.703 4.459 0.126
H -2.682 -4.564 2.914 0.114
H -4.323 -5.394 4.666 0.119
H -3.182 -6.683 4.204 0.112
H -1.876 -5.785 6.015 0.062
O -3.099 6.186 -5.347 -0.095
C -2.606 7.425 -5.860 -0.233
C -2.339 8.378 -4.701 -0.232
O -1.404 7.791 -3.799 -0.080
H -3.995 6.351 -5.001 0.104
H -1.679 7.206 -6.400 0.122
H -3.337 7.839 -6.560 0.114
H -1.933 9.328 -5.057 0.123
H -3.259 8.569 -4.139 0.116
H -1.628 6.840 -3.760 0.087
O -4.866 5.922 -8.697 -0.082
C -4.780 4.515 -8.931 -0.228
C -5.765 3.793 -8.017 -0.244
O -7.085 4.272 -8.258 -0.078
H -4.493 6.092 -7.813 0.071
H -5.035 4.344 -9.981 0.127
H -3.752 4.184 -8.754 0.105
H -5.746 2.715 -8.190 0.122
H -5.532 3.992 -6.966 0.111
H -6.999 5.233 -8.415 0.085
O 0.690 7.367 -1.894 -0.086
C 1.783 7.269 -0.980 -0.230
C 1.289 6.667 0.331 -0.229
O 0.712 5.387 0.086 -0.104
H 0.092 8.059 -1.559 0.095
H 2.535 6.621 -1.441 0.126
H 2.214 8.263 -0.828 0.117
H 2.108 6.551 1.045 0.121
H 0.511 7.296 0.776 0.116
H 0.232 5.466 -0.762 0.084
O 5.359 0.481 5.045 -0.081
C 3.975 0.836 5.079 -0.229
C 3.350 0.550 3.717 -0.233
O 3.517 -0.827 3.390 -0.099
H 5.809 1.124 4.469 0.101
H 3.503 0.225 5.854 0.126
H 3.882 1.892 5.349 0.119
H 2.283 0.783 3.717 0.123
H 3.846 1.134 2.935 0.118
H 4.407 -1.075 3.711 0.070
O 4.752 -2.798 5.171 -0.092
C 4.838 -4.205 4.938 -0.223
C 3.853 -4.927 5.852 -0.241
O 2.532 -4.448 5.611 -0.081
H 5.124 -2.628 6.055 0.110
H 4.583 -4.376 3.888 0.125
H 5.865 -4.536 5.115 0.118
H 3.871 -6.005 5.679 0.121
H 4.085 -4.728 6.903 0.116
H 2.618 -3.487 5.454 0.086
O 0.671 -7.000 9.328 -0.080
C 0.492 -6.252 8.124 -0.230
C 0.346 -4.774 8.469 -0.244
O 1.498 -4.329 9.181 -0.083
H -0.176 -6.981 9.809 0.100
H 1.380 -6.417 7.505 0.118
H -0.388 -6.629 7.594 0.110
H 0.237 -4.168 7.566 0.115
H -0.521 -4.612 9.117 0.115
H 1.750 -5.066 9.772 0.084



Entry 3:
28
Properties=species:S:1:pos:R:3:lowdin_spin:R:1 method="wB97M-V/def2-TZVPD" lumo_energy_ev="-10.738 / -10.840" total_charge=+2 orbital_gap_ev="7.0 / 6.5" total_energy_ev=-57220.82167 relative_energy_kcal_mol=0.00 multiplicity=2
O -0.721 -4.188 -0.662 -0.083
C 0.528 -3.865 -0.783 0.048
Ti -0.490 -1.844 -0.431 0.436
O -3.788 -1.627 -0.766 0.021
C -2.639 -1.728 -0.655 0.024
C 1.414 -2.821 -0.304 0.185
O 2.608 -3.071 -0.235 0.266
C 0.042 -0.921 -2.179 0.047
O 0.374 -0.475 -3.170 0.045
C -0.506 -1.932 1.665 0.000
O -0.499 -2.070 2.817 0.000
H 1.339 -4.625 -1.059 0.018
C -1.221 2.136 -1.525 0.000
O -1.076 1.512 -0.200 0.003
P 0.045 0.357 0.221 -0.007
O 1.377 1.031 -0.456 0.002
C 2.232 2.027 0.151 0.000
O 0.216 0.806 1.735 -0.004
C -0.567 1.704 2.476 0.000
H -1.302 3.224 -1.346 0.000
H -2.143 1.735 -2.022 0.000
H -0.335 1.918 -2.171 0.000
H 3.035 2.264 -0.577 0.000
H 1.651 2.938 0.346 0.000
H 2.677 1.649 1.078 0.000
H -0.128 1.816 3.466 0.000
H -1.576 1.372 2.577 0.000
H -0.547 2.679 2.009 0.000



Entry 4:
31
Properties=species:S:1:pos:R:3:lowdin_charge:R:1 method="wB97M-V/def2-TZVPD" lumo_energy_ev=8.600 total_charge=-4 orbital_gap_ev=6.2 total_energy_ev=-43869.43264 relative_energy_kcal_mol=39.72
Ba -21.188 -5.794 18.174 2.067
O -19.220 -1.639 19.249 -0.004
C -20.075 -2.602 18.686 -0.851
O -20.274 -2.580 17.466 -0.041
O -20.588 -3.451 19.457 -0.211
H -19.233 -2.052 20.129 0.073
O -22.810 -10.291 19.413 -0.007
C -21.868 -9.590 18.670 -0.827
O -20.831 -10.221 18.397 -0.043
O -22.149 -8.425 18.295 -0.189
H -22.329 -11.114 19.558 0.061
O -25.404 -3.162 18.450 -0.017
C -24.647 -4.263 18.927 -0.812
O -23.764 -4.743 18.206 -0.151
O -25.023 -4.682 20.052 -0.090
H -26.094 -3.348 19.111 0.054
O -16.565 -6.860 16.234 -0.038
C -17.742 -7.272 16.917 -0.820
O -17.877 -8.495 17.046 -0.035
O -18.478 -6.354 17.334 -0.143
H -16.376 -7.765 15.935 0.050
O -18.546 -6.886 22.311 -0.041
C -18.999 -7.407 21.070 -0.813
O -18.710 -8.562 20.808 0.001
O -19.554 -6.520 20.356 -0.198
H -18.745 -5.947 22.229 0.058
O -21.673 -4.609 13.460 -0.007
C -22.119 -5.514 14.423 -0.811
O -23.138 -6.160 14.008 -0.093
O -21.532 -5.653 15.503 -0.168
H -22.459 -5.076 13.045 0.047



Entry 5:
11
Properties=species:S:1:pos:R:3:lowdin_charge:R:1 method="wB97M-V/def2-TZVPD" lumo_energy_ev=0.137 orbital_gap_ev=8.6 total_energy_ev=-10247.45070 relative_energy_kcal_mol=111.02
N 1.260 -1.006 -0.680 0.092
C 0.349 -0.005 -0.176 -0.400
C -0.555 0.170 -1.149 -0.072
O -1.632 0.819 -0.562 0.045
C -1.390 0.962 0.787 -0.524
O -2.103 1.556 1.549 0.106
N -0.176 0.319 1.082 0.155
H 2.253 -0.771 -0.712 0.130
H 1.135 -1.949 -0.310 0.137
H 0.511 -0.813 -1.678 0.182
H 0.348 0.717 1.849 0.150



Entry 6:
51
Properties=species:S:1:pos:R:3:lowdin_spin:R:1 method="wB97M-V/def2-TZVPD" lumo_energy_ev="-6.592 / -7.815" total_charge=+2 orbital_gap_ev="8.0 / 6.7" total_energy_ev=-48606.79482 relative_energy_kcal_mol=17.57 multiplicity=2
Ir 0.220 -0.060 0.118 0.603
N 0.230 -1.650 -1.234 -0.005
C 1.102 -1.394 -2.427 0.000
C 1.107 0.089 -2.752 0.003
N 1.483 0.864 -1.543 0.094
C 1.088 2.295 -1.568 0.010
C 1.074 2.835 -0.147 0.000
N 0.149 2.010 0.685 0.014
C 2.928 0.708 -1.216 0.001
C 3.165 -0.307 -0.112 0.003
N 2.129 -0.101 0.930 -0.008
H 0.382 -2.583 -0.855 0.000
H -0.741 -1.631 -1.566 0.000
H 0.725 -1.978 -3.266 0.000
H 2.102 -1.761 -2.202 0.000
H 0.121 0.413 -3.067 0.000
H 1.799 0.292 -3.574 0.002
H 0.092 2.356 -2.008 0.000
H 1.767 2.881 -2.192 0.004
H 0.754 3.877 -0.128 0.000
H 2.063 2.802 0.312 0.000
H -0.810 2.254 0.442 -0.001
H 0.230 2.228 1.677 0.001
H 3.321 1.674 -0.903 0.000
H 3.484 0.430 -2.113 0.001
H 4.159 -0.208 0.323 0.000
H 3.061 -1.332 -0.463 0.000
H 2.302 0.780 1.412 0.000
H 2.205 -0.823 1.649 0.000
S -0.754 -3.149 3.322 0.003
C 0.665 -3.599 2.510 0.000
C 1.002 -2.721 1.516 0.001
C 0.078 -1.635 1.430 0.038
C -0.922 -1.742 2.360 0.009
C -2.007 -0.788 2.371 0.006
C -3.134 -0.848 3.180 0.005
C -4.142 0.079 2.989 -0.005
C -4.007 1.025 1.982 0.008
C -2.854 1.022 1.222 0.015
N -1.855 0.157 1.430 0.166
H 1.188 -4.498 2.797 0.000
H 1.873 -2.875 0.890 0.001
H -3.223 -1.623 3.930 0.001
H -5.033 0.051 3.600 0.000
H -4.785 1.744 1.771 0.001
H -2.755 1.714 0.394 0.002
F -2.000 -0.616 -3.126 0.000
B -2.326 0.569 -2.538 0.002
F -3.554 0.705 -2.037 0.002
F -1.748 1.668 -3.085 0.000
F -1.397 0.402 -1.117 0.025



Entry 7:
11
Properties=species:S:1:pos:R:3:lowdin_charge:R:1 method="wB97M-V/def2-TZVPD" lumo_energy_ev=0.454 orbital_gap_ev=8.6 total_energy_ev=-21736.83065 relative_energy_kcal_mol=66.98 smiles="On1c(F)c[nH]c1=S"
O 0.307 -2.113 0.209 0.025
N -0.024 -0.857 -0.092 -0.116
C -1.237 -0.223 -0.178 -0.177
F -2.406 -0.930 -0.131 0.100
C -0.949 1.103 0.113 -0.012
N 0.389 1.243 -0.011 0.073
C 0.988 0.110 0.070 -0.722
S 2.662 -0.378 -0.110 0.542
H 1.265 -1.989 -0.140 0.033
H -1.635 1.864 0.101 0.101
H 0.638 2.169 0.169 0.154